The following is a DFT calculation (ωB97M-V/def2-TZVPD) of a structure of composition C29H59ClO12Rb.

XYZ file:
```
102
Properties=species:S:1:pos:R:3:forces:R:3:lowdin_charge:R:1
Rb -0.616385 0.025000 0.388984 -0.0627 -0.7259 -0.2700 0.79
Cl -4.385306 -1.171588 0.689592 -0.2433 0.1490 -1.5543 0.58
O -4.800852 -1.678187 1.955602 -0.4092 -0.2062 0.7433 -0.35
O -3.861120 0.152520 0.821144 0.3968 1.8515 0.7795 -0.42
O -3.330372 -1.954614 0.148848 1.0272 -1.2626 -0.2827 -0.37
O -5.470351 -1.128960 -0.260337 -0.4388 -0.1871 0.3665 -0.36
C 2.218307 -2.692021 -1.064767 -1.4141 1.3561 1.4337 -0.41
O 1.022053 -2.319939 -0.490645 -0.5344 0.1046 0.0514 -0.50
H 2.894325 -3.069777 -0.297701 0.6925 -0.7452 0.1922 0.03
H 2.127834 -3.408747 -1.880995 0.2071 -0.3029 -0.4914 0.04
H 2.684566 -1.757235 -1.376027 0.9489 0.2291 -1.0038 0.01
C -2.947660 1.550214 -4.120018 -0.8787 -0.4318 -0.1404 -0.17
C -1.726104 1.074812 -4.856359 1.2807 0.3221 0.6325 -0.16
C -0.668889 1.183974 -3.703324 -1.8566 -0.1442 -0.2141 -0.14
O -1.428290 0.740307 -2.509043 2.8190 0.3849 -1.1193 -0.21
C -2.800992 0.965198 -2.715864 -0.2751 0.0052 0.0843 -0.20
H -3.873057 1.204374 -4.580603 -0.0784 0.1098 -0.0225 0.11
H -2.935656 2.639321 -4.162577 -0.1757 0.0866 0.4198 0.11
H -1.481122 1.781757 -5.649017 0.1274 -0.2050 -0.2159 0.11
H -1.799916 0.065103 -5.260274 0.0084 -0.0071 0.1450 0.10
H -0.418588 2.238499 -3.587440 0.0593 0.2215 0.1428 0.09
H 0.262324 0.662494 -3.924660 -0.2217 -0.5537 0.6538 0.11
H -3.170457 1.622378 -1.928651 -0.1572 0.0369 0.0212 0.12
H -3.239503 -0.023753 -2.582469 -0.6281 0.1977 -0.1955 0.11
C -2.063730 0.443410 5.461552 -0.1426 0.1465 2.3282 -0.17
C -0.568504 0.548661 5.721009 1.0810 -0.3775 -1.0023 -0.15
C -0.029251 1.018422 4.351065 -0.4650 0.6130 0.7518 -0.21
O -0.925205 0.492681 3.404937 0.2833 -0.7030 -0.2234 -0.21
C -2.250934 0.491144 3.989311 0.6395 -0.2114 -1.2699 -0.16
H -2.569969 1.243527 6.001589 -0.1892 0.2028 -0.2638 0.11
H -2.427863 -0.466646 5.938309 -0.1602 -0.1290 -0.3103 0.11
H -0.155280 -0.449093 5.868811 0.0032 -0.0809 0.1978 0.10
H -0.226220 1.170574 6.548152 -0.3005 0.1121 -0.0159 0.11
H 1.011288 0.739437 4.185074 -0.1742 -0.3095 -0.3718 0.11
H -0.091570 2.103410 4.267216 0.1823 0.4790 0.2127 0.11
H -2.730316 -0.410473 3.608033 -0.3447 0.3787 -0.2221 0.12
H -2.722768 1.413830 3.651496 -0.4462 -0.1802 -0.0179 0.13
C 4.060954 2.116670 1.857907 0.5225 0.9362 0.6557 -0.16
C 3.911011 0.926381 2.775936 0.7404 -0.9624 -0.0748 -0.15
C 2.923149 0.096609 2.013846 -0.2423 -1.5214 -0.5275 -0.23
O 2.021934 0.995522 1.441642 -0.7259 1.2145 -0.2775 -0.21
C 2.694979 2.244326 1.252269 -0.5726 -0.0156 -0.2370 -0.19
H 4.822366 2.010894 1.085134 -0.0014 -0.4879 0.0439 0.11
H 4.341677 3.020620 2.398414 -0.0519 0.1000 0.0755 0.11
H 3.486566 1.103285 3.764194 0.2255 0.5453 0.0315 0.11
H 4.864600 0.406145 2.866079 -0.0397 -0.0811 0.3295 0.12
H 2.347112 -0.621120 2.597935 0.0401 0.0160 0.2058 0.13
H 3.338523 -0.473242 1.182690 0.5614 -0.2494 0.0942 0.12
H 2.100834 2.993132 1.776074 -0.1076 0.2803 -0.2951 0.12
H 2.812080 2.454781 0.189208 -0.4524 0.2166 -0.1548 0.11
C -1.310035 -2.776316 -4.399444 -0.2648 0.5196 0.1754 -0.18
C -0.904358 -4.226286 -4.572967 -0.3206 -0.7507 0.5143 -0.14
C -2.136920 -4.890752 -3.893207 -0.1429 -0.5795 -1.9826 -0.26
O -2.434288 -4.118931 -2.805764 -0.3933 0.7623 1.2089 -0.10
C -2.002501 -2.770030 -3.042303 1.0086 -0.1921 0.4383 -0.17
H -2.051612 -2.488329 -5.144589 0.0599 -0.1423 -0.4053 0.10
H -0.533691 -2.011221 -4.396287 0.2710 -0.2307 -0.1304 0.11
H -0.052893 -4.540870 -3.969512 0.2445 0.4866 0.0970 0.11
H -0.676720 -4.511881 -5.599958 -0.3599 -0.1065 -0.0607 0.10
H -2.082002 -5.953475 -3.657177 0.6910 0.0355 0.5455 0.12
H -2.997018 -4.890535 -4.562776 -0.2835 0.2659 -0.7183 0.10
H -1.248588 -2.561092 -2.283317 -0.1474 0.2325 0.3040 0.12
H -2.799252 -2.028021 -2.990146 -0.2748 -0.3623 0.1395 0.11
C -0.056339 4.993313 -0.377693 0.6934 0.0713 -0.1491 -0.16
C -1.026081 5.195622 0.754690 -0.0098 1.6298 0.4148 -0.19
C -1.377379 3.823138 1.216639 0.3845 0.0348 -0.5128 -0.19
O -1.118446 2.992974 0.087155 -0.5892 -1.0068 0.1833 -0.20
C -0.614861 3.734933 -1.012477 0.5241 0.0764 0.7239 -0.19
H 0.941116 4.822688 0.027365 0.1309 -0.2813 -0.0446 0.11
H 0.052520 5.817459 -1.082690 -0.2854 0.1179 0.0763 0.11
H -1.866039 5.779941 0.378988 -0.2511 -0.0594 0.2686 0.12
H -0.587116 5.673554 1.630472 -0.0253 0.6744 -0.2640 0.12
H -2.402814 3.789976 1.584709 -0.0259 -0.5444 -0.1379 0.13
H -0.665431 3.583058 2.006319 -0.1866 -0.5564 0.2256 0.11
H -1.421700 3.973771 -1.705350 0.0270 -0.1786 -0.3143 0.13
H 0.192591 3.144729 -1.445814 -0.3266 -0.1024 -0.4376 0.11
C 3.726987 0.644824 -3.037471 -0.8584 -0.2675 0.5888 -0.16
C 3.282334 2.069363 -3.141386 0.0192 0.6677 -0.2178 -0.20
C 4.432745 2.863763 -2.540269 -0.3553 -0.2665 -0.9844 -0.20
O 5.147232 1.983018 -1.658277 -0.3400 0.2570 0.0405 -0.13
C 4.565704 0.677222 -1.737759 -0.8155 -0.7843 -1.4462 -0.18
H 4.220625 0.286265 -3.940719 0.3765 0.0502 0.2287 0.12
H 2.818493 0.059621 -2.895044 0.2849 -0.5324 -0.0013 0.10
H 2.385984 2.235142 -2.543734 -0.1610 -0.0715 -0.0458 0.10
H 3.091932 2.383427 -4.167639 -0.1690 0.0765 0.0206 0.12
H 3.976314 3.765309 -2.131632 0.6136 0.0503 0.9210 0.11
H 5.071473 3.180314 -3.364845 0.4928 0.0447 0.1599 0.11
H 3.892153 0.451328 -0.911077 0.0985 0.2594 0.3087 0.10
H 5.262272 -0.155382 -1.835978 0.6760 0.4798 0.5149 0.12
C -0.428475 -4.631852 4.347719 0.1646 0.2950 -0.2847 -0.17
C -0.587431 -3.178476 3.992090 -0.6102 1.8990 0.9661 -0.20
C -0.766240 -3.100454 2.482057 0.6113 -0.8512 1.3447 -0.20
O -1.403234 -4.321436 2.205204 -0.6949 -2.1190 0.0867 -0.12
C -1.449164 -5.203675 3.368061 0.4402 0.5150 -0.5561 -0.17
H -0.628517 -4.851025 5.396551 -0.2102 0.0125 -0.0217 0.11
H 0.616535 -4.884032 4.167560 -0.0588 -0.5731 -0.3393 0.11
H 0.169091 -2.502676 4.390903 0.3836 -0.1076 -0.1242 0.10
H -1.511176 -2.804800 4.433846 -0.3132 -0.0352 0.2163 0.11
H 0.231777 -3.106905 2.043844 -0.2009 0.4899 -0.7901 0.11
H -1.448618 -2.305350 2.181606 0.3977 0.1693 -0.2138 0.09
H -1.270568 -6.244438 3.097831 0.2074 0.1057 -0.4431 0.11
H -2.448620 -5.180526 3.802412 -0.1830 0.2078 0.0958 0.11
```
Forces are in eV/Å.

Its charge is -1. As for the HOMO energy: -3.142 eV. The HOMO-LUMO gap comes out at 4.8 eV. As for the spin multiplicity: 1.